Entry from the Open Molecules 2025 dataset: C17H31NO22S4 as an isolated structure (wB97M-V/def2-TZVPD).

XYZ file:
```
75
Properties=species:S:1:pos:R:3:forces:R:3
S -1.400 1.195 -4.817 -1.32 -0.96 -0.55
S 2.088 -0.198 -0.736 4.37 1.67 1.51
S -0.498 2.545 1.158 0.39 1.81 -1.87
S 0.524 -4.574 0.472 1.30 -3.85 -2.82
O 0.787 0.007 -1.322 9.29 4.91 5.79
O -6.303 3.470 1.530 4.01 -3.02 0.50
O 3.451 -4.861 2.920 -0.88 1.14 -0.13
O -1.009 0.765 -3.283 -0.20 -0.49 -0.79
O 1.967 0.250 0.930 1.24 -0.46 -3.95
O 1.511 -5.610 0.819 -3.15 2.46 -0.99
O -2.280 0.101 -5.403 3.26 3.71 1.65
O 2.713 -1.509 -0.901 -0.93 6.49 -7.01
O -0.136 -1.871 -1.147 -0.99 4.86 5.44
O 3.009 -3.555 1.217 0.99 -0.12 -1.67
O 0.063 -3.627 1.439 -1.74 -2.05 -2.84
O -0.011 -1.408 0.947 -2.76 0.70 -1.81
O -0.754 -5.273 -0.338 1.75 -1.83 3.72
O 0.222 1.064 -5.269 -1.57 0.78 -1.09
O 0.059 1.346 1.746 -1.23 2.92 1.26
O -5.354 1.383 1.981 1.10 2.10 -0.70
O 0.937 -3.891 -1.003 3.33 -0.59 2.92
O -1.870 2.612 -4.886 1.74 -4.15 0.29
O 0.767 3.454 0.508 -1.39 -1.08 -0.36
O -0.906 3.681 2.270 -0.77 -2.04 -2.11
O 3.184 1.074 -1.036 -1.66 -1.86 -1.58
O -1.521 2.278 0.121 9.58 7.72 0.39
N -0.327 -1.129 -0.178 -3.72 -0.13 2.02
C -4.004 2.971 0.694 -0.96 -0.75 1.38
C 0.079 -0.236 -3.342 -0.84 -0.11 -3.67
C 2.434 -2.295 0.961 1.02 -1.31 1.48
C -5.301 2.701 1.501 -4.05 1.58 -0.92
C -1.029 0.191 -0.360 -0.71 -3.04 -1.02
C -3.150 1.732 0.997 -5.27 -0.60 1.13
C -0.103 -3.677 -1.839 -2.91 -4.46 -3.54
C 0.022 4.733 2.265 2.15 0.57 1.79
C 3.764 1.686 0.144 -0.91 -1.24 -1.50
C -4.184 0.693 1.431 -0.51 0.24 0.21
C 2.794 -3.940 2.458 1.37 -2.96 1.21
C -1.290 -4.264 -1.033 -1.72 2.56 -2.83
C 2.638 1.480 1.102 0.89 0.86 3.87
C 0.938 4.727 1.051 -1.10 1.61 -0.61
C 1.742 -3.123 3.078 1.13 1.02 0.80
C 1.940 -1.835 2.241 -0.55 0.56 3.43
C 1.035 0.310 -4.360 -1.88 -0.78 0.07
H 4.672 1.113 0.332 0.00 0.23 0.48
H -3.603 3.950 0.954 0.05 -0.16 0.00
H 2.019 -3.126 4.132 -0.62 0.50 0.09
H -0.030 -4.349 -2.695 0.59 -0.58 -0.16
H 1.977 4.959 1.283 0.08 -0.65 0.45
H 0.682 5.545 0.377 -0.42 -0.44 -0.66
H 3.078 1.423 2.097 0.34 -0.54 0.28
H -4.226 2.947 -0.373 -0.41 0.30 0.07
H 0.752 -3.460 2.769 1.12 -0.27 2.18
H -0.936 0.236 -1.445 -1.64 1.19 1.05
H 3.984 2.711 -0.153 -0.12 -0.04 0.31
H 1.941 2.289 1.318 0.70 -0.49 -1.27
H -0.490 5.667 2.499 0.11 -0.20 -0.16
H -2.079 0.077 -0.092 0.45 -0.50 0.47
H -2.053 -4.670 -1.698 -0.03 0.10 0.10
H -1.710 -3.481 -0.401 -0.34 -0.07 0.24
H -2.421 1.976 1.770 -1.30 -1.03 0.60
H 0.983 -1.345 2.058 1.87 0.17 2.02
H 3.200 -1.679 0.491 0.67 -1.31 3.33
H -0.447 0.891 0.240 -0.68 -3.17 -1.97
H 2.702 -1.204 2.698 -0.19 0.22 0.29
H 1.756 0.956 -3.861 0.30 0.11 -0.63
H 0.764 4.449 3.011 -0.53 0.50 0.99
H -0.239 -2.661 -2.208 -0.20 -2.98 -2.15
H -4.565 0.150 0.566 0.15 -0.19 -0.07
H 1.363 -0.632 -4.801 1.01 0.71 -0.66
H 1.691 -2.324 0.164 0.00 -1.55 1.93
H 0.661 -0.263 -2.421 -1.77 -0.67 -4.40
H -0.168 -1.283 -3.522 -1.20 0.45 -0.74
H -3.791 -0.010 2.165 -0.22 0.06 0.07
H -2.708 1.573 0.014 -2.96 -2.09 1.40
```
Forces are in eV/Å.

Computed properties:
ΔE to the lowest compared entry with this formula, charge and spin	2735.9	kJ/mol
2S+1	1
LUMO	-0.029	Ha
HOMO-LUMO gap	8.28	eV
E_HOMO	-9.060	eV
charge	0

=====

Entry from the Open Molecules 2025 dataset: a 7-piece molecular cluster, C33H41N9O4 overall (wB97M-V/def2-TZVPD).

XYZ file:
```
87
Properties=species:S:1:pos:R:3:forces:R:3
O 3.631 0.401 1.297 -0.17 0.00 0.60
O 0.782 1.902 3.734 -0.13 -0.06 0.32
O 0.445 3.136 3.088 0.16 0.35 -0.30
O 2.077 0.158 -0.292 -0.19 -0.53 -1.19
N -4.249 -4.244 -2.479 -0.07 0.03 -0.15
N 0.144 4.324 0.240 0.04 0.04 -0.04
N 1.352 0.734 1.788 0.87 -0.59 0.61
N -1.781 -5.594 1.547 0.04 -0.21 0.00
N -1.243 -2.588 2.450 0.16 0.11 -0.12
N 4.014 -5.385 3.816 -0.05 0.00 -0.02
N -3.251 1.043 -2.792 0.06 0.26 -0.09
N 0.060 9.184 -3.250 0.02 0.05 -0.03
N 5.348 -0.464 3.500 0.26 -0.04 0.06
C -0.249 5.993 -1.156 -0.03 -0.05 0.02
C -2.851 -5.564 0.699 0.05 0.07 0.08
C 5.324 -0.944 2.333 -0.41 0.28 0.47
C -0.972 3.979 -0.472 0.01 0.01 0.09
C 2.349 0.400 0.829 -0.47 0.70 0.37
C -1.059 0.824 -2.542 0.00 -0.03 -0.03
C 0.593 5.547 -0.173 0.01 -0.02 0.05
C 3.885 -4.303 2.990 0.02 0.07 0.03
C -0.260 -2.285 3.296 0.07 -0.10 0.26
C 1.411 10.720 -4.088 0.01 0.00 -0.01
C 2.528 -5.945 2.275 -0.03 -0.04 0.01
C -3.757 -2.094 -2.640 -0.07 -0.11 -0.05
C 0.411 10.504 -3.179 -0.02 -0.02 0.02
C -1.245 4.997 -1.346 -0.03 0.03 -0.01
C 1.853 1.400 2.992 -0.34 0.36 -0.35
C 3.190 -6.390 3.388 0.03 0.02 0.02
C -1.351 -1.798 1.377 0.41 0.06 0.38
C -3.397 -3.345 -3.062 0.04 -0.11 0.21
C -1.349 1.007 -3.922 -0.04 -0.13 -0.01
C -0.510 -0.720 1.159 -0.04 0.30 -0.56
C -2.708 1.124 -4.045 0.00 0.11 0.00
C -2.255 0.849 -1.877 -0.08 0.09 0.23
C -1.075 -6.750 1.354 -0.08 0.08 0.02
C 1.671 9.480 -4.734 0.00 0.02 0.00
C 4.075 -0.956 1.479 0.89 -0.20 -0.50
C 2.968 -4.618 2.022 -0.01 0.06 0.00
C -5.166 -3.584 -1.711 0.02 -0.15 0.06
C 0.629 -1.229 3.161 -0.13 0.33 -0.39
C -2.830 -6.714 -0.046 0.00 -0.01 -0.04
C 0.821 8.553 -4.195 -0.03 -0.03 0.02
C 0.502 -0.402 2.049 -0.62 -0.25 0.02
C -4.889 -2.246 -1.793 0.07 0.13 0.10
C -1.701 -7.469 0.370 0.00 -0.02 -0.03
H 2.399 9.293 -5.505 0.00 0.00 -0.01
H -2.596 -3.673 -3.702 0.01 0.01 0.00
H -3.333 1.252 -4.913 0.01 0.03 -0.01
H -4.230 1.094 -2.581 -0.01 -0.03 -0.01
H -0.631 -0.132 0.263 0.00 0.10 -0.06
H 1.811 -6.507 1.702 0.08 0.03 -0.04
H -3.532 -4.729 0.696 0.00 0.01 -0.03
H 1.902 11.661 -4.271 0.00 0.01 0.00
H -2.063 5.021 -2.047 0.00 -0.02 -0.01
H -0.088 0.683 -2.095 0.01 0.03 0.00
H 2.473 2.236 2.686 0.29 -0.04 -0.07
H 6.242 -1.377 1.955 0.05 -0.12 -0.25
H -2.127 -2.012 0.659 -0.17 -0.17 -0.07
H -0.463 3.305 3.369 -0.08 -0.29 0.16
H -0.649 8.746 -2.692 -0.04 0.02 -0.01
H 4.452 -3.404 3.165 0.03 -0.03 0.04
H -0.640 1.034 -4.732 0.01 0.00 0.00
H 1.387 -1.063 3.906 0.09 -0.08 0.23
H -0.077 11.172 -2.491 0.01 0.01 0.00
H -5.924 -4.119 -1.166 -0.02 0.01 -0.02
H -3.266 -1.173 -2.891 0.05 -0.15 -0.13
H 0.692 7.504 -4.402 0.02 -0.01 0.00
H -1.385 -8.426 -0.008 0.00 -0.01 -0.01
H 4.299 -1.396 0.510 -0.14 -0.01 -0.18
H 4.622 -5.435 4.612 0.01 0.00 0.01
H -2.493 0.737 -0.833 0.02 0.00 0.01
H -5.430 -1.463 -1.286 -0.02 -0.01 0.00
H -0.151 -2.925 4.160 -0.06 -0.14 0.07
H 4.433 -0.089 3.750 -0.06 0.09 0.05
H -1.552 -4.873 2.210 -0.04 0.22 -0.07
H -0.153 6.927 -1.680 0.06 0.01 -0.02
H 3.146 -7.330 3.909 0.00 -0.02 -0.01
H -0.192 -6.962 1.931 -0.08 -0.01 0.03
H -4.199 -5.240 -2.589 0.02 -0.02 0.01
H 2.647 -3.973 1.220 -0.02 -0.02 -0.02
H -1.471 3.042 -0.301 0.01 -0.01 -0.05
H -3.545 -6.986 -0.805 -0.02 -0.04 0.01
H 3.315 -1.567 1.963 -0.23 0.02 0.13
H 2.412 0.761 3.665 0.00 -0.17 0.22
H 1.470 5.993 0.264 0.00 0.02 -0.01
H 0.568 3.761 0.956 -0.04 -0.05 0.04
```
Forces are in eV/Å.

Computed properties:
2S+1	1
LUMO	0.011	Ha
HOMO-LUMO gap	8.39	eV
E_HOMO	-8.090	eV
charge	0
SMILES	[H]/N=C\COC(=O)N(COO)c1ccncc1.c1cc[nH]c1.c1cc[nH]c1.c1cc[nH]c1.c1cc[nH]c1.c1cc[nH]c1.c1cc[nH]c1

=====

Entry from the Open Molecules 2025 dataset: a single C26H28F3N3O4 molecule (wB97M-V/def2-TZVPD).

XYZ file:
```
64
Properties=species:S:1:pos:R:3:forces:R:3
F 5.897 3.421 1.427 -0.27 0.10 0.03
F 7.089 2.647 -0.187 -0.03 -0.05 -0.23
F 6.909 1.534 1.642 -0.05 -0.17 0.03
O -1.512 1.961 -2.513 0.09 0.14 -0.04
O -0.716 -2.964 0.384 0.14 0.19 -0.08
O 5.056 -3.158 0.534 0.34 0.09 -0.41
O -1.158 -1.191 -0.954 -0.14 0.25 0.05
N -6.109 2.059 -0.597 0.12 0.03 -0.20
N -3.016 0.445 -1.767 -0.36 -0.20 0.20
N -5.089 0.179 0.020 0.49 -0.21 -0.32
C -7.625 0.210 2.710 -0.01 -0.14 0.14
C 0.592 0.226 -1.747 -0.27 -0.19 0.00
C -8.270 1.388 2.329 -0.08 0.11 -0.02
C -6.117 0.427 0.898 -0.50 0.61 -0.05
C 2.119 -2.683 0.258 -0.08 0.19 0.13
C 3.732 1.927 0.582 0.23 -0.02 -0.01
C 2.968 -2.305 1.472 0.26 -0.42 -0.24
C 2.662 1.208 0.084 0.05 -0.12 -0.08
C -4.172 1.275 -1.989 0.17 0.15 -0.35
C -0.192 -2.188 -0.635 0.53 -0.23 0.08
C -5.111 1.154 -0.838 -0.02 -0.01 0.09
C 5.242 0.496 -0.636 -0.03 0.14 0.13
C 4.162 -3.251 1.617 -0.33 0.23 0.46
C -1.457 -5.054 -0.679 0.06 0.41 0.20
C -1.842 -3.765 0.041 -0.15 -0.24 -0.08
C 2.865 0.126 -0.766 0.11 0.08 -0.08
C -0.695 -0.055 -1.549 0.61 -0.01 -0.09
C 1.133 -1.582 -0.150 -0.24 -0.38 -0.27
C -6.778 1.619 0.520 0.01 -0.55 0.44
C -7.859 2.114 1.228 -0.05 0.12 -0.04
C -6.547 -0.288 2.009 0.00 0.09 -0.08
C 1.691 -0.673 -1.264 -0.31 -0.06 0.16
C 4.163 -0.215 -1.129 -0.02 0.04 0.03
C 5.023 1.566 0.223 0.02 0.06 0.04
C 6.213 2.298 0.771 0.30 0.05 0.17
C -1.765 0.893 -1.986 -0.13 -0.04 -0.10
H 5.401 -2.258 0.499 -0.03 -0.04 0.02
H -1.020 -4.847 -1.653 0.03 -0.04 -0.11
H 2.784 -2.913 -0.577 -0.01 -0.03 -0.06
H 3.343 -1.284 1.367 0.01 0.04 0.11
H 6.250 0.230 -0.916 0.10 -0.02 -0.06
H 1.656 1.487 0.357 -0.14 0.04 0.03
H -3.827 2.307 -2.119 -0.10 -0.15 -0.01
H -2.546 -3.181 -0.561 0.00 -0.03 0.13
H -2.344 -5.665 -0.822 -0.09 -0.10 -0.05
H -6.047 -1.197 2.303 0.06 -0.11 0.04
H -8.358 3.025 0.933 -0.08 0.08 0.01
H -6.305 2.892 -1.126 0.06 -0.06 0.03
H -0.015 -2.785 -1.551 -0.10 0.12 0.14
H 1.559 -3.587 0.498 0.06 -0.06 -0.03
H -2.309 -3.998 1.001 -0.05 0.05 -0.14
H 2.362 -2.350 2.377 -0.05 0.07 0.09
H 3.822 -4.289 1.626 0.00 0.03 0.08
H 4.337 -1.046 -1.795 -0.03 -0.12 -0.09
H 3.570 2.764 1.243 -0.01 0.07 0.05
H -4.685 0.970 -2.914 0.04 0.15 0.13
H 0.887 -0.973 0.725 -0.04 0.08 -0.01
H -0.736 -5.611 -0.086 0.05 -0.09 0.04
H 2.029 -1.307 -2.093 0.03 0.01 0.09
H 0.848 1.144 -2.251 -0.12 0.15 -0.08
H -3.159 -0.377 -1.197 0.10 0.02 0.00
H -7.984 -0.321 3.580 -0.02 -0.05 0.07
H 4.683 -3.047 2.563 -0.08 -0.10 -0.06
H -9.110 1.739 2.909 -0.07 0.03 0.04
```
Forces are in eV/Å.

Computed properties:
ΔE to the lowest compared entry with this formula, charge and spin	15.0	kJ/mol
2S+1	1
LUMO	0.022	Ha
HOMO-LUMO gap	9.35	eV
E_HOMO	-8.737	eV
charge	0
SMILES	CCO[C@H]1OC(C(=O)NCc2nc3ccccc3[nH]2)=C[C@@H](c2ccc(C(F)(F)F)cc2)[C@@H]1CCCO

=====

Entry from the Open Molecules 2025 dataset: a 2-piece molecular cluster, C5H13NO2 overall (wB97M-V/def2-TZVPD).

XYZ file:
```
21
Properties=species:S:1:pos:R:3:forces:R:3
O -2.030 -1.483 -0.636 -0.18 -0.24 0.22
O -1.518 -0.482 1.386 1.42 0.11 0.96
N -2.434 0.833 -0.289 -0.16 0.13 0.18
C 1.143 0.129 0.075 1.32 0.01 1.40
C 1.217 1.533 -0.463 -0.44 -0.07 -0.05
C 1.084 -0.090 1.443 0.98 0.32 -1.06
C -1.646 -0.313 0.072 1.77 0.52 -0.98
C 1.640 -0.955 -0.845 -0.45 -0.11 -0.01
H 1.172 0.761 2.109 -0.27 0.08 0.00
H -0.386 -0.313 1.612 -2.37 -0.44 -0.62
H 1.511 -1.944 -0.408 -0.03 0.01 0.01
H -2.732 0.775 -1.255 0.01 -0.06 0.05
H -0.560 -0.087 -0.318 -1.30 -0.22 -0.02
H 0.725 2.239 0.203 -0.02 0.01 0.01
H -3.253 0.884 0.306 -0.05 -0.02 -0.02
H -2.241 -2.155 0.023 0.02 0.09 -0.01
H 2.265 1.829 -0.565 -0.01 -0.11 0.01
H 0.751 1.604 -1.446 0.02 0.04 -0.03
H 1.120 -0.931 -1.802 0.03 -0.02 -0.06
H 1.466 -1.025 1.837 -0.26 -0.14 -0.04
H 2.706 -0.809 -1.038 -0.02 0.11 0.04
```
Forces are in eV/Å.

Computed properties:
ΔE to the lowest compared entry with this formula, charge and spin	256.9	kJ/mol
2S+1	1
LUMO	0.020	Ha
HOMO-LUMO gap	9.89	eV
E_HOMO	-9.347	eV
charge	0
SMILES	C=C(C)C.NC(O)O

=====

Entry from the Open Molecules 2025 dataset: C6H22FGaN2O8PS2 as an isolated structure (wB97M-V/def2-TZVPD).

XYZ file:
```
43
Properties=species:S:1:pos:R:3:forces:R:3
Ga 2.297 3.044 -1.751 0.00 0.60 -0.98
S 2.353 -3.468 -2.479 0.11 -0.06 0.06
S -4.125 1.562 2.990 -0.15 0.58 -0.13
P 1.818 1.950 0.280 -0.28 -0.92 0.10
F 4.153 3.150 -1.801 -0.41 -0.18 0.34
O 2.700 -4.858 -1.744 -0.06 0.13 -0.42
O 0.522 2.738 1.025 1.55 0.28 -0.79
O -2.923 1.563 3.774 -0.19 -0.15 -0.31
O 0.937 -3.256 -2.423 0.37 0.03 0.01
O 3.170 2.102 1.275 -1.60 -0.36 0.24
O 3.281 -2.475 -2.027 -0.37 -0.24 -0.03
O -4.329 0.604 1.943 0.20 0.11 0.30
O -4.372 3.041 2.419 -0.17 -0.54 0.29
N 1.454 0.401 0.097 0.39 1.29 0.77
N 1.721 1.901 -3.188 0.26 0.40 0.36
C 1.364 -4.774 0.318 -0.14 0.14 -0.16
C 2.744 -4.848 -0.309 -0.07 0.06 0.70
C -3.163 3.113 0.263 -0.14 -0.28 0.05
C 2.783 -3.967 -4.118 0.03 -0.10 0.03
C -5.522 1.518 4.069 -0.02 0.05 0.00
C -3.313 3.670 1.665 0.62 0.27 -0.49
H -6.420 1.710 3.488 0.02 0.00 -0.03
H 2.525 -3.142 -4.776 -0.02 0.07 0.07
H 3.852 2.544 0.783 0.59 0.47 -0.53
H 2.232 1.038 -3.065 0.14 -0.32 -0.05
H 0.766 1.632 -2.982 -0.23 -0.04 -0.04
H 1.435 -4.871 1.402 0.09 -0.04 -0.01
H -3.585 4.723 1.613 -0.18 -0.06 0.18
H -2.427 3.692 -0.293 0.02 0.05 0.08
H 3.230 -5.781 -0.025 0.05 -0.03 -0.23
H -5.391 2.261 4.850 0.02 0.02 -0.02
H -2.827 2.077 0.277 0.07 0.01 0.02
H -4.117 3.141 -0.267 0.00 0.08 0.01
H -5.561 0.519 4.498 0.06 -0.03 -0.03
H 0.878 -3.824 0.098 0.04 0.02 0.02
H 3.851 -4.166 -4.159 0.00 0.01 0.03
H 0.194 2.143 1.689 -0.46 -0.72 0.62
H 0.725 -5.568 -0.069 0.03 -0.04 0.03
H -2.373 3.605 2.217 -0.09 -0.13 0.07
H 2.207 -4.851 -4.378 -0.01 0.01 0.03
H 1.714 4.523 -1.852 0.02 -0.02 0.08
H 2.163 -0.088 0.638 -0.07 -0.45 -0.07
H 3.379 -4.029 0.036 -0.03 0.06 -0.14
```
Forces are in eV/Å.

Computed properties:
2S+1	1
LUMO	0.079	Ha
HOMO-LUMO gap	6.52	eV
E_HOMO	-4.371	eV
charge	-1

=====

Number 1: largest force on an atom 0.2393 Eh/bohr. Number 2: largest force on an atom 0.0256 Eh/bohr. Number 3: largest force on an atom 0.0153 Eh/bohr. Number 4: largest force on an atom 0.0484 Eh/bohr. Number 5: largest force on an atom 0.0343 Eh/bohr.